The following is a quantum chemistry calculation of the molecule C5H11N3O, from the OMol25 dataset.

Relative energy (zero: lowest compared OMol25 entry of this formula, charge and spin) ... 67.9 kcal per mole
Structure (SMILES) ... C/C=C(/N)C(O)=C(N)N
Highest occupied orbital energy ... -6.996 eV

The geometry in XYZ format:
```
20
C5H11N3O | the OMol25 dataset | ωB97M-V with the def2-TZVPD basis set
C -2.05 -0.06 -0.21
C -0.92 -0.48 0.70
C 0.24 -1.17 0.23
N 0.53 -2.53 0.39
C 1.01 -0.26 -0.42
O 1.93 -0.44 -1.44
C 0.56 1.06 -0.03
N 0.76 1.70 1.23
N 0.46 2.02 -1.01
H -2.83 -0.84 -0.28
H -2.54 0.85 0.14
H -1.70 0.12 -1.23
H -1.26 -0.70 1.72
H 1.47 -2.75 0.71
H -0.17 -3.06 0.89
H 1.72 -1.28 -1.88
H 0.69 1.04 1.99
H 1.68 2.15 1.25
H 0.07 2.91 -0.76
H 0.35 1.72 -1.97
```